## one
Below is 2 unconnected molecules or ions with the total composition C4H12NS, with properties calculated with ωB97M-V/def2-TZVPD.

Output
orbital gap	8.30	eV
highest occupied orbital energy	-13.2	eV
charge	+1
spin multiplicity	1

Element x y z (Å)
H1 -1.54495 2.36767 1.15803
H2 -0.75853 -2.49785 -2.06781
H3 0.65762 -1.60691 -1.57617
H4 -0.99828 0.83227 1.86270
H5 2.22644 1.94815 1.37271
H6 -2.28850 -1.00726 -0.81591
H7 -0.97389 -1.40160 0.26814
C1 -0.39786 -1.49708 -1.83457
H8 2.31010 -0.63108 0.02147
C2 -1.21181 -0.92803 -0.68624
H9 -0.45327 -0.87060 -2.72356
S1 -0.92842 0.90254 -0.54993
H10 0.88184 0.50898 -0.05694
C3 -1.61370 1.28341 1.08523
N1 1.89890 0.24944 0.33200
C4 2.52646 0.91802 1.21274
H11 3.31660 0.45264 1.79082
H12 -2.64874 0.97728 1.20729

Results of the natural (NBO) charge analysis, in e, for atoms 1 through 2: 0.25 0.25


## two
Below is 3 unconnected molecules or ions with the total composition C4H12NS, with properties calculated with ωB97M-V/def2-TZVPD.

Output
orbital gap	5.43	eV
highest occupied orbital energy	-13.3	eV
charge	+1
spin multiplicity	1

Element x y z (Å)
C1 0.62701 -1.62300 -3.39057
H1 2.80944 -1.83365 -1.79710
C2 1.93115 -1.49061 -1.25182
H2 1.77975 -2.26360 -0.49032
H3 2.18415 -0.57157 -0.71358
C3 0.72244 -1.31479 -2.11607
C4 -1.03655 0.14645 0.14890
H4 -1.67193 0.97813 -0.14581
H5 -1.11111 1.80119 3.79082
H6 -0.28034 -1.45916 -3.95779
H7 -0.18962 2.08661 0.83632
H8 -0.13936 -0.86675 -1.57912
N1 -1.95837 2.03788 3.29096
S1 0.13927 0.81105 1.11927
H9 -2.75228 1.95414 3.91097
H10 -2.04535 1.41930 2.50027
H11 -1.54748 -0.65798 0.67895
H12 1.46235 -2.01079 -3.95976

Results of the natural (NBO) charge analysis, in e, for atoms 1 through 2: -0.35 0.25


Preferred: one; penalty for the next structure: 81.0 kcal/mol.


## one
Below is 2 unconnected molecules or ions with the total composition C3H10NOS, with properties calculated with ωB97M-V/def2-TZVPD.

Output
orbital gap	7.01	eV
highest occupied orbital energy	-2.9	eV
charge	-1
spin multiplicity	1

Element x y z (Å)
H1 2.46847 -1.60176 0.82124
S1 1.47362 0.56230 -0.93560
O1 1.63420 -2.08286 0.72766
H2 -0.28609 2.09300 -1.72219
N1 -1.80154 -0.57034 1.79771
H3 -0.95452 -0.93191 -0.08347
H4 1.26506 -1.41521 0.07315
C1 -1.69393 -0.24908 0.36095
H5 -0.67157 0.32963 -1.96690
H6 -0.83955 -0.65430 2.12658
H7 -2.64304 -0.55184 -0.08159
C2 -1.13785 1.10544 -0.05642
H8 -1.93573 1.85273 -0.23543
H9 -2.16986 0.22660 2.28515
H10 -0.59362 1.52186 0.79895
C3 -0.24182 1.08853 -1.30541

Results of the natural (NBO) charge analysis, in e, for atoms 1 through 2: 0.46 -0.70


## two
Below is 2 unconnected molecules or ions with the total composition C3H10NOS, with properties calculated with ωB97M-V/def2-TZVPD.

Output
orbital gap	6.66	eV
highest occupied orbital energy	-2.7	eV
charge	-1
spin multiplicity	1

Element x y z (Å)
H1 -1.75267 -2.13682 1.90160
H2 1.17405 1.85552 -1.80485
S1 0.50788 -1.74222 -0.15665
H3 -0.22094 3.66505 -0.20910
H4 -0.60672 3.65824 -1.85537
H5 0.57031 -2.86896 2.07950
N1 0.08959 3.45389 -1.14454
H6 -0.96041 -1.40870 3.31759
H7 -0.24776 0.18264 -1.24017
H8 1.13366 -1.30599 2.13662
H9 -1.46541 -0.44347 1.94635
H10 0.69704 1.83170 -0.11130
O1 -0.64438 1.03465 -1.49460
C1 0.32771 -1.88053 1.66280
C2 -1.00135 -1.39651 2.21064
C3 0.31780 1.97268 -1.12741

Results of the natural (NBO) charge analysis, in e, for atoms 1 through 2: 0.19 0.12


Preferred: one; penalty for the next structure: 14.6 kcal/mol.


## one
Below is 2 unconnected molecules or ions with the total composition C3H10NOS, with properties calculated with ωB97M-V/def2-TZVPD.

Output
orbital gap	6.72	eV
highest occupied orbital energy	-2.7	eV
charge	-1
spin multiplicity	1

Element x y z (Å)
C1 1.25379 -0.28390 1.68066
O1 -2.73399 0.97579 0.95954
H1 0.75100 1.23112 -1.63576
C2 0.12123 0.35055 -1.75101
H2 0.49492 -0.96776 2.05994
H3 0.43345 -0.11982 -2.68421
S1 -1.64779 0.87120 -1.86735
H4 0.99362 0.73669 1.99264
H5 -0.58484 -0.80790 -0.01669
H6 0.41530 -1.66726 -1.16903
H7 -3.49565 0.46511 0.63190
H8 2.19803 -0.55382 2.16835
H9 2.23422 -0.05833 -0.15391
N1 1.42615 -0.49698 0.27021
H10 -2.16648 1.03613 0.14750
C3 0.30703 -0.71082 -0.63279

Results of the natural (NBO) charge analysis, in e, for atoms 1 through 2: -0.39 -1.02


## two
Below is 2 unconnected molecules or ions with the total composition C3H10NOS, with properties calculated with ωB97M-V/def2-TZVPD.

Output
orbital gap	6.88	eV
highest occupied orbital energy	-2.9	eV
charge	-1
spin multiplicity	1

Element x y z (Å)
N1 2.34427 -0.41028 0.02300
O1 -3.15706 0.11896 0.70140
H1 -2.42496 -0.03320 0.05609
H2 0.22201 1.67614 1.76360
H3 0.11068 -0.09568 1.74582
H4 2.59685 -0.29636 -0.96428
H5 1.99784 1.66731 0.11426
H6 1.56381 0.71908 2.47446
H7 0.52645 1.22676 -1.65882
C1 1.42427 0.73702 0.24438
H8 -0.58051 1.24183 -0.33246
C2 0.80110 0.75339 1.68348
S1 -0.52391 -0.94840 -1.02766
H9 1.77382 -1.25449 0.00082
H10 -3.47120 -0.80107 0.85749
C3 0.22798 0.63247 -0.78465

Results of the natural (NBO) charge analysis, in e, for atoms 1 through 2: -0.86 -0.99


Preferred: two; penalty for the next structure: 15.4 kcal/mol.


## one
Below is 2 unconnected molecules or ions with the total composition C3H10NOS, with properties calculated with ωB97M-V/def2-TZVPD.

Output
orbital gap	5.82	eV
highest occupied orbital energy	-2.6	eV
charge	-1
spin multiplicity	1

Element x y z (Å)
H1 1.51693 -2.20866 0.84728
H2 -0.60205 -3.15456 1.24906
H3 -0.49103 -2.99993 -0.58986
H4 1.07858 -0.23310 2.03248
S1 1.94905 0.87261 -0.09206
C1 1.00741 -0.64076 -0.59623
H5 -0.45569 -0.29761 1.66106
H6 -3.57066 2.92238 -2.14882
O1 -4.30988 3.26223 -1.63044
H7 1.41860 -1.17327 -1.44575
H8 -0.04250 -0.43329 -0.96249
H9 -3.90494 3.10382 -0.78227
N1 0.32554 -0.91628 1.89282
C2 -0.54906 -2.50034 0.38673
C3 0.67016 -1.55247 0.54547
H10 -1.42231 -1.83097 0.26219

Results of the natural (NBO) charge analysis, in e, for atoms 1 through 2: 0.16 0.21


## two
Below is 2 unconnected molecules or ions with the total composition C3H10NOS, with properties calculated with ωB97M-V/def2-TZVPD.

Output
orbital gap	6.16	eV
highest occupied orbital energy	-2.5	eV
charge	-1
spin multiplicity	1

Element x y z (Å)
N1 1.02559 -0.36515 -1.31385
S1 -1.19920 1.33430 1.60005
H1 2.67922 -0.11406 -2.65321
C1 2.41962 -0.56018 -1.68632
H2 2.72080 -1.61481 -1.67644
H3 1.66870 0.36419 0.56576
C2 0.72823 0.18539 0.04730
H4 0.40676 2.31619 0.06328
C3 -0.20623 1.40674 0.05840
H5 0.18060 -0.59220 0.57378
H6 -2.39923 -2.02179 -0.49593
O1 -1.83316 -2.62999 -0.02714
H7 -0.81887 1.45948 -0.84988
H8 0.32155 -0.14072 -1.97658
H9 2.99905 -0.12214 -0.87485
H10 -1.08416 -2.04783 0.10562

Results of the natural (NBO) charge analysis, in e, for atoms 1 through 2: -0.68 -0.72


## three
Below is 2 unconnected molecules or ions with the total composition C3H10NOS, with properties calculated with ωB97M-V/def2-TZVPD.

Output
orbital gap	5.65	eV
highest occupied orbital energy	-2.7	eV
charge	-1
spin multiplicity	1

Element x y z (Å)
C1 -0.47591 1.04342 1.17042
O1 -0.13136 -1.13175 -0.96458
C2 -0.36832 -2.37488 -1.26310
H1 -1.47002 1.38472 1.46523
H2 0.37449 3.31859 3.20410
H3 -0.63212 -3.03092 -0.43097
N1 0.81988 -3.18014 -1.93876
H4 -1.15806 -2.37536 -2.13594
S1 0.49161 3.78104 2.01013
H5 0.27113 -3.45459 -2.77969
C3 0.35624 2.43790 0.79997
H6 1.38948 2.24366 0.51933
H7 1.40244 -2.38855 -2.17633
H8 0.02012 0.57675 2.00756
H9 -0.13896 3.00127 -0.04991
H10 -0.75063 0.14883 0.56253

Results of the natural (NBO) charge analysis, in e, for atoms 1 through 2: -0.64 -0.93


Preferred: one; penalty for the next structure: 10.3 kcal/mol.


## one
Below is 2 unconnected molecules or ions with the total composition C11H15N, with properties calculated with ωB97M-V/def2-TZVPD.

Output
orbital gap	8.50	eV
highest occupied orbital energy	-7.6	eV
SMILES	Cc1c[nH]c2ccccc12.CC
spin multiplicity	1

Element x y z (Å)
H1 0.69446 1.98959 1.75819
H2 1.00393 -0.45573 1.31843
H3 1.10339 3.58022 0.02552
C1 -1.79909 0.14542 2.67288
H4 -1.13222 -0.68762 2.87530
H5 -3.48850 0.06187 1.41655
H6 -3.66663 -0.68677 3.08203
C2 0.76263 0.93835 -1.93211
C3 0.94604 1.69751 0.73636
C4 -3.06254 -0.66541 2.18374
C5 0.90932 -1.34064 -1.44674
H7 -2.74976 -1.41222 1.54880
H8 1.47835 -3.40443 -1.07407
H9 1.02437 -1.89289 -3.57688
H10 -2.11783 0.68086 3.61848
C6 0.80613 -1.16548 -2.85088
H11 0.58267 -2.68276 0.21699
C7 0.85552 -0.00837 -0.83619
N1 0.80400 0.15166 -3.20198
C8 0.95257 0.35202 0.57096
H12 1.00940 0.70109 -3.97129
H13 1.04895 3.04072 -2.50790
H14 -1.37130 0.80083 1.92786
C9 0.95020 2.58303 -0.36223
H15 2.25555 -2.17601 0.05047
C10 1.24630 -2.42365 -0.53357
C11 0.95411 2.27879 -1.70872

Results of the natural (NBO) charge analysis, in e, for atoms 1 through 2: 0.21 0.23


## two
Below is 2 unconnected molecules or ions with the total composition C11H15N, with properties calculated with ωB97M-V/def2-TZVPD.

Output
orbital gap	9.11	eV
highest occupied orbital energy	-8.2	eV
SMILES	Cc1c[nH]c2ccccc12.CC
spin multiplicity	1

Element x y z (Å)
C1 1.52231 1.97593 -1.26580
C2 0.89933 0.79007 -1.68390
H1 0.09567 -0.67184 4.85660
H2 -0.74986 -0.17210 1.08687
H3 0.92172 0.80346 -3.65921
H4 0.27974 1.93982 1.90774
H5 -1.03678 0.51205 4.21681
H6 -0.62546 -2.95530 -0.69224
H7 -0.38597 -0.73374 3.17462
C3 0.43136 1.61792 0.89340
H8 -2.78083 -1.24497 3.71410
H9 2.03266 2.64283 -1.94764
C4 1.20124 2.41184 0.00329
C5 -0.74681 -0.53921 4.18504
C6 0.26991 -1.02888 -2.84617
H10 -2.10160 -1.92340 -0.67742
H11 1.66796 3.28664 0.44117
H12 -1.77314 -2.37329 4.63817
C7 -0.29540 -1.13662 -1.63309
H13 -2.40645 -1.07096 5.48100
N1 1.10174 0.14474 -2.92857
C8 -1.22835 -2.24798 -1.25087
H14 0.32365 -1.75374 -3.64100
C9 0.10220 0.01510 -0.85964
C10 -0.06068 0.41017 0.48606
C11 -2.03225 -1.31835 4.48905
H15 -1.76166 -2.68061 -2.09775

Results of the natural (NBO) charge analysis, in e, for atoms 1 through 2: -0.24 0.14


Preferred: two; penalty for the next structure: 42.9 kcal/mol.